The following is a DFT calculation (the ωB97M-V functional and the def2-TZVPD basis) of 4 unconnected molecules or ions with the total composition C25H27IN4O10.

Output
net charge = 0
highest occupied orbital energy = -9.09 eV
relative energy (zero: lowest compared OMol25 entry of this formula, charge and spin) = 0.0 kcal per mole

CARTESIAN COORDINATES (ANGSTROEM)
C 6.0974 -1.4803 -1.5384
C 5.2993 -1.8429 -2.7969
O 5.0277 -0.6354 -3.5107
C 4.0635 -2.6889 -2.5055
O 3.2258 -2.3306 -1.3987
C 2.4248 -1.1793 -1.4268
O 3.1949 -0.0346 -1.1450
C 1.2777 -1.3601 -0.4302
C 0.2515 -0.3858 -0.9964
I -1.7230 -0.5500 -0.2922
C 0.3985 -0.6467 -2.4972
O -0.4232 -0.6222 -3.3714
N 1.7335 -0.9387 -2.6700
H 6.1946 -0.3944 -1.4762
H 5.6246 -1.8614 -0.6309
H 7.1059 -1.9006 -1.5857
H 5.9326 -2.4810 -3.4324
H 4.5382 -0.8528 -4.3141
H 4.4226 -3.6849 -2.2401
H 3.4439 -2.8104 -3.4056
H 3.7582 -0.2565 -0.3904
H 0.8856 -2.3765 -0.5353
H 1.5639 -1.2040 0.6116
H 0.5524 0.6531 -0.8385
H 2.0555 -1.2920 -3.5538
O -0.1393 1.9086 1.6941
N -0.7170 2.7066 0.9831
O -0.5943 2.7669 -0.2236
C -1.6347 3.6609 1.6249
C -1.7766 3.6245 2.9999
C -2.6430 4.5244 3.5984
C -3.3464 5.4364 2.8217
C -3.1892 5.4517 1.4422
C -2.3255 4.5571 0.8307
H -1.2227 2.9060 3.5848
H -2.7674 4.5135 4.6726
H -4.0200 6.1410 3.2923
H -3.7405 6.1625 0.8409
H -2.1930 4.5516 -0.2406
O 5.5793 -5.6133 -2.5597
N 5.7332 -6.7606 -2.1837
O 6.2501 -7.6351 -2.8424
C 5.2545 -7.1044 -0.8331
C 4.6235 -6.1331 -0.0770
C 4.1697 -6.4714 1.1873
C 4.3532 -7.7594 1.6726
C 4.9915 -8.7169 0.8955
C 5.4478 -8.3931 -0.3718
H 4.4849 -5.1354 -0.4654
H 3.6706 -5.7271 1.7921
H 3.9953 -8.0186 2.6601
H 5.1339 -9.7191 1.2752
H 5.9446 -9.1242 -0.9914
O -5.9873 6.1969 -0.5119
N -6.5108 6.6404 0.4890
O -6.1465 7.6437 1.0701
C -7.6532 5.8995 1.0502
C -8.0513 4.7271 0.4354
C -9.1200 4.0293 0.9744
C -9.7673 4.5094 2.1052
C -9.3500 5.6911 2.7035
C -8.2816 6.3980 2.1762
H -7.5350 4.3699 -0.4427
H -9.4461 3.1090 0.5101
H -10.6005 3.9597 2.5225
H -9.8567 6.0644 3.5826
H -7.9425 7.3187 2.6263

The following is a DFT calculation (the ωB97M-V functional and the def2-TZVPD basis) of C25H27N3O3 in the gas phase.

Output
net charge = 0
highest occupied orbital energy = -8.32 eV
relative energy (zero: lowest compared OMol25 entry of this formula, charge and spin) = 9.6 kcal per mole

CARTESIAN COORDINATES (ANGSTROEM)
C -3.1521 -3.8959 1.2801
C -2.7994 -3.5682 -0.1671
C -2.8783 -2.0701 -0.4906
C -1.5389 -1.3370 -0.4314
C -0.9073 -1.3327 0.9686
C 0.2944 -0.4382 0.9645
N 1.3556 -0.9440 0.4178
C 2.4808 -0.1945 0.3008
C 2.5316 1.1214 0.7395
C 3.7355 1.9320 0.5747
O 3.8366 3.1027 0.8904
C 4.8624 1.1911 -0.0305
C 6.0763 1.8585 -0.1951
C 7.1647 1.2271 -0.7517
C 7.0458 -0.0973 -1.1550
C 5.8563 -0.7775 -1.0031
C 4.7421 -0.1464 -0.4373
N 3.5425 -0.8142 -0.2784
C 3.4105 -2.1853 -0.7204
C 1.3706 1.6940 1.3765
O 1.2652 2.8072 1.8341
N 0.2441 0.8092 1.4649
C -0.9352 1.3553 2.1233
C -2.0821 1.5796 1.1770
C -1.8792 2.2705 -0.0090
C -2.9147 2.4792 -0.9031
C -4.1881 1.9999 -0.6138
O -5.2778 2.1385 -1.4166
C -5.1360 2.8372 -2.6297
C -4.4002 1.3207 0.5867
C -3.3595 1.1138 1.4663
H -3.1024 -4.9702 1.4450
H -2.4725 -3.4140 1.9768
H -4.1638 -3.5649 1.5050
H -1.7973 -3.9373 -0.3940
H -3.4955 -4.1079 -0.8126
H -3.5823 -1.5842 0.1874
H -3.2680 -1.9432 -1.5027
H -0.8346 -1.7946 -1.1285
H -1.7001 -0.3048 -0.7494
H -0.5656 -2.3400 1.2065
H -1.6462 -1.0172 1.6995
H 6.1214 2.8863 0.1325
H 8.1001 1.7507 -0.8746
H 7.8921 -0.6057 -1.5931
H 5.8011 -1.8040 -1.3257
H 3.6062 -2.2590 -1.7912
H 2.3903 -2.4984 -0.5151
H 4.1035 -2.8297 -0.1772
H -0.6042 2.3188 2.5324
H -1.2282 0.7065 2.9530
H -0.8964 2.6560 -0.2383
H -2.7162 3.0192 -1.8152
H -6.1229 2.8312 -3.0897
H -4.4233 2.3428 -3.2979
H -4.8214 3.8723 -2.4633
H -5.3945 0.9642 0.8043
H -3.5458 0.5906 2.3939

The following is a DFT calculation (the ωB97M-V functional and the def2-TZVPD basis) of C25H27N3O5 in the gas phase.

Output
net charge = 0
highest occupied orbital energy = -7.94 eV
relative energy (zero: lowest compared OMol25 entry of this formula, charge and spin) = 31.8 kcal per mole

CARTESIAN COORDINATES (ANGSTROEM)
C 3.2378 2.2197 -1.4116
O 2.3671 3.3346 -1.3152
C 1.0793 3.1238 -0.9229
C 0.1121 3.9165 -1.5333
C -1.2199 3.7577 -1.2152
C -1.6042 2.7700 -0.3282
C -0.6603 1.9764 0.3123
C -1.1546 0.8796 1.2519
C -2.4495 0.3335 0.7577
N -3.7158 0.5044 1.2448
C -4.5737 -0.2294 0.4679
C -5.9507 -0.3805 0.5554
C -6.5655 -1.1942 -0.3721
C -5.8319 -1.8448 -1.3681
C -4.4667 -1.6997 -1.4646
C -3.8156 -0.8837 -0.5396
C -2.4621 -0.4995 -0.3249
C -1.1635 -0.8482 -0.9679
C -0.1537 -1.1632 0.1442
C 1.2937 -1.1473 -0.3458
O 1.6172 -0.9838 -1.5110
N 2.1630 -1.3476 0.6561
C 3.5878 -1.3374 0.4036
C 4.1651 -2.7478 0.2517
C 3.5137 -3.5236 -0.9054
O 3.6224 -2.8762 -2.1400
C 1.6714 -1.4848 2.0068
C 0.6231 -0.4087 2.2975
O 0.5870 0.2200 3.3351
N -0.2460 -0.2617 1.2831
C 0.6962 2.1959 0.0598
O 1.6789 1.5226 0.7745
C 2.2511 2.3211 1.7951
H 3.9499 2.4704 -2.1986
H 2.6946 1.3135 -1.6870
H 3.7815 2.0489 -0.4791
H 0.4377 4.6444 -2.2591
H -1.9654 4.3800 -1.6854
H -2.6524 2.6143 -0.1263
H -1.2122 1.2582 2.2802
H -3.9719 1.0544 2.0469
H -6.5181 0.1224 1.3248
H -7.6354 -1.3336 -0.3309
H -6.3545 -2.4728 -2.0745
H -3.9066 -2.2025 -2.2385
H -1.2500 -1.7118 -1.6260
H -0.7900 -0.0093 -1.5626
H -0.3643 -2.1816 0.5133
H 3.7515 -0.7777 -0.5206
H 4.0882 -0.8134 1.2214
H 5.2337 -2.6538 0.0562
H 4.0283 -3.3145 1.1745
H 4.0258 -4.4838 -1.0173
H 2.4599 -3.7272 -0.6621
H 2.9992 -2.1279 -2.1529
H 2.4943 -1.3692 2.7122
H 1.2172 -2.4740 2.1639
H 1.5335 2.4910 2.6034
H 2.5956 3.2846 1.4071
H 3.0969 1.7575 2.1852

The following is a DFT calculation (the ωB97M-V functional and the def2-TZVPD basis) of C25H27N3O7 in the gas phase.

Output
net charge = 0
highest occupied orbital energy = -8.80 eV
relative energy (zero: lowest compared OMol25 entry of this formula, charge and spin) = 81.1 kcal per mole

CARTESIAN COORDINATES (ANGSTROEM)
C 1.2368 1.8947 1.5690
C -0.2001 1.4952 1.4879
C -1.0706 1.9282 0.5390
C -0.9073 2.9560 -0.4860
O -1.7430 3.1429 -1.3477
O 0.2059 3.7009 -0.3913
C 0.4140 4.6729 -1.4266
C 1.0479 4.0286 -2.6312
C 2.4132 3.7719 -2.6444
C 2.9941 3.1362 -3.7271
C 2.2140 2.7471 -4.8031
C 0.8519 2.9941 -4.7920
C 0.2693 3.6314 -3.7102
C -2.4255 1.2402 0.5167
C -2.2839 -0.0940 -0.1976
C -1.8038 -0.1025 -1.5070
C -1.5806 -1.2923 -2.1644
C -1.8499 -2.4926 -1.5132
N -1.5958 -3.7262 -2.1868
O -1.2859 -3.6963 -3.3545
O -1.7176 -4.7607 -1.5443
C -2.3622 -2.4999 -0.2216
C -2.5721 -1.3015 0.4304
N -2.8479 1.1113 1.8872
C -2.0093 0.5791 2.8086
O -2.3819 0.1351 3.8725
N -0.6554 0.6301 2.4589
C 0.2448 -0.1892 3.2494
C 0.6651 -1.4310 2.4567
C 1.7992 -2.1808 3.1485
C 2.3665 -3.3177 2.2982
C 1.3873 -4.4692 2.0802
C 0.5014 -4.3037 0.8655
O 0.6068 -3.4427 0.0272
O -0.4193 -5.2578 0.8156
H 1.4430 2.3662 2.5292
H 1.4757 2.5940 0.7788
H 1.8768 1.0207 1.4679
H 1.0741 5.4191 -0.9794
H -0.5479 5.1235 -1.6889
H 3.0207 4.0735 -1.8029
H 4.0568 2.9437 -3.7311
H 2.6675 2.2505 -5.6480
H 0.2400 2.6891 -5.6280
H -0.7946 3.8145 -3.6938
H -3.1354 1.8680 -0.0317
H -1.6061 0.8345 -2.0027
H -1.1910 -1.3139 -3.1703
H -2.5965 -3.4363 0.2610
H -2.9634 -1.3178 1.4360
H -3.8312 1.0685 2.1052
H 1.1181 0.3861 3.5590
H -0.3048 -0.4837 4.1462
H -0.2000 -2.0845 2.3375
H 0.9839 -1.1411 1.4532
H 2.6087 -1.4780 3.3628
H 1.4473 -2.5769 4.1037
H 2.6623 -2.9263 1.3229
H 3.2591 -3.7035 2.7937
H 1.9323 -5.4031 1.9214
H 0.7469 -4.6197 2.9508
H -0.9481 -5.2051 -0.0151

The following is a DFT calculation (the ωB97M-V functional and the def2-TZVPD basis) of a molecular structure, C25H27N5O3Sn.

Output
net charge = +4
highest occupied orbital energy (spin up / spin down) = -19.22 / -19.22 eV

CARTESIAN COORDINATES (ANGSTROEM)
N -0.0812 -0.5739 -3.7681
C 0.0621 -1.5317 -4.4125
C 0.2350 -2.6778 -5.2910
H 1.2573 -3.0744 -5.1762
H 0.0841 -2.3457 -6.3323
H -0.4952 -3.4684 -5.0523
N -2.3751 2.7095 0.4172
C -3.3822 3.1196 0.8206
C -4.6386 3.6303 1.3198
H -5.1060 4.2515 0.5501
H -4.4611 4.2468 2.2065
H -5.3209 2.8130 1.5782
N 2.8326 0.6904 2.0842
C 3.6409 0.2383 2.7851
C 4.6552 -0.2780 3.6829
H 4.1998 -0.6060 4.6264
H 5.3862 0.5136 3.8935
H 5.1731 -1.1237 3.2134
Sn 0.5472 1.2182 -0.5441
C -0.4555 0.3102 1.6564
O -0.9713 -0.1304 2.5699
C -1.5835 -0.1768 -1.1064
O -2.4813 -0.8811 -1.0928
C 0.8267 2.3469 -2.6128
C 2.0618 1.7741 -2.2629
C 2.6637 2.0888 -1.0332
C 2.0370 2.9886 -0.1492
C 0.7804 3.5456 -0.4859
C 0.1793 3.2275 -1.7194
H 0.3764 2.0502 -3.5598
H 2.4892 1.0220 -2.9281
H 3.5692 1.5788 -0.7010
H 2.5159 3.1841 0.8086
H 0.2753 4.2514 0.1800
H -0.7702 3.7045 -1.9826
C -0.4009 -6.3037 2.1794
N 0.3127 -5.2264 1.5123
N -0.2628 -4.0381 1.2601
C 0.6440 -3.2180 0.5620
O 0.3739 -2.0553 0.2005
C 1.8224 -4.0480 0.4321
C 1.5705 -5.2589 1.0293
C 2.4422 -6.4565 1.1827
C -1.6248 -3.7453 1.6097
C -1.9392 -3.3545 2.9113
C -3.2542 -3.0374 3.2345
C -4.2550 -3.1072 2.2539
C -3.9305 -3.5446 0.9599
C -2.6167 -3.8551 0.6374
H 0.3005 -7.1424 2.2371
H -1.2802 -6.6102 1.5958
H -0.6939 -6.0067 3.1952
H 2.7244 -3.7371 -0.0671
H 2.6051 -6.7218 2.2382
H 2.0352 -7.3362 0.6619
H 3.4132 -6.2123 0.7355
H -1.1374 -3.3297 3.6515
H -3.4990 -2.7418 4.2543
H -5.2874 -2.8532 2.5064
H -4.7210 -3.6335 0.2108
H -2.3350 -4.2190 -0.3576

The following is a DFT calculation (the ωB97M-V functional and the def2-TZVPD basis) of a molecular structure, C25H27N7O2PdS.

Output
net charge = +4
highest occupied orbital energy (spin up / spin down) = -19.44 / -19.43 eV
relative energy (zero: lowest compared OMol25 entry of this formula, charge and spin) = 0.2 kcal per mole
multiplicity = 5

CARTESIAN COORDINATES (ANGSTROEM)
Pd -0.7180 -0.0984 0.7452
O 4.0805 -2.8460 -3.6494
N 3.1235 -3.5880 -3.5521
O 2.9896 -4.6721 -4.0506
C 1.9778 -3.0637 -2.7694
C 0.7475 -3.4444 -3.1591
C -0.4125 -2.9068 -2.5075
C -1.7257 -3.2743 -2.8611
C -2.7881 -2.7230 -2.1857
C -2.5364 -1.7997 -1.1674
N -1.3070 -1.4424 -0.8282
C -0.2448 -1.9825 -1.4756
C 1.0761 -1.6111 -1.0479
N 1.1828 -0.7471 -0.0040
C 2.3781 -0.4314 0.4713
C 3.5499 -0.9603 -0.0678
C 3.4702 -1.8174 -1.1401
C 2.2057 -2.1565 -1.6719
H 0.6374 -4.1534 -3.9707
H -1.8868 -3.9913 -3.6572
H -3.8083 -2.9903 -2.4233
H -3.3518 -1.3448 -0.6185
H 2.4105 0.2558 1.3093
H 4.5064 -0.6965 0.3618
H 4.3690 -2.2302 -1.5742
C 0.8811 4.8977 -2.4164
N 1.1344 4.0952 -1.1711
C 0.4800 4.7327 0.0159
C 0.8321 2.6137 -1.2950
C -0.6435 2.2882 -1.3500
C -1.3679 2.5176 -2.4951
C -2.7748 2.3719 -2.5048
C -3.4743 1.9903 -1.3449
C -2.7583 1.6902 -0.2141
C -1.3324 1.6496 -0.2626
H 1.3251 5.8811 -2.2786
H -0.1897 5.0094 -2.5600
H 1.3442 4.4028 -3.2670
H 2.1438 4.1433 -1.0123
H -0.5952 4.7507 -0.1455
H 0.8482 5.7515 0.1101
H 0.7277 4.1666 0.9110
H 1.2898 2.1391 -0.4287
H 1.3426 2.2697 -2.1949
H -0.8732 2.8381 -3.4039
H -3.3246 2.6172 -3.4062
H -4.5562 1.9519 -1.3462
H -3.2822 1.4181 0.6967
C 1.6206 -0.7522 6.0487
C 1.1841 -0.7672 4.5842
C -0.2064 -1.2142 4.3662
N -0.8941 -1.0270 3.2138
N -2.1022 -1.5303 3.2236
C -2.3885 -2.1285 4.4230
N -3.5449 -2.6949 4.6335
S -1.0912 -2.0329 5.5742
H 2.6492 -0.4076 6.1220
H 1.5917 -1.7520 6.4870
H 1.0015 -0.0807 6.6443
H 1.8198 -1.4579 4.0105
H 1.2930 0.2143 4.1127
H -4.2504 -2.6938 3.9015
H -3.7845 -3.1460 5.5126

The following is a DFT calculation (the ωB97M-V functional and the def2-TZVPD basis) of a molecular structure, C25H28BCaF2N10O4S.

Output
net charge = -1
highest occupied orbital energy = -4.94 eV
relative energy (zero: lowest compared OMol25 entry of this formula, charge and spin) = 21.2 kcal per mole

CARTESIAN COORDINATES (ANGSTROEM)
Ca 1.4190 0.8518 -0.0253
C -0.9785 3.7953 1.7905
C 0.2189 3.1725 2.4153
N 0.7590 2.0243 2.0563
C 1.8807 1.8584 2.8507
C 1.9950 2.9056 3.7127
N 0.9341 3.7248 3.4167
C 2.9195 3.2988 4.8055
O 3.8438 2.4308 5.1461
O 2.7738 4.3771 5.3406
C 2.8174 0.6975 2.6493
O 3.5900 0.4086 3.5789
O 2.7375 0.1009 1.5332
H -1.4699 3.0592 1.1595
H -0.6783 4.6274 1.1502
H -1.6797 4.1541 2.5457
H 0.7835 4.6090 3.8770
H 3.7808 1.5941 4.5788
S 1.2614 3.4751 -1.0402
C -0.3218 3.2920 -1.7253
N -1.0503 4.3036 -2.0476
N -2.3057 4.0049 -2.6464
C -2.4569 3.5230 -3.9450
C -1.4127 3.0048 -4.7184
C -1.6675 2.5311 -5.9989
C -2.9457 2.5517 -6.5401
C -3.9822 3.0710 -5.7716
C -3.7440 3.5514 -4.4962
N -0.9367 1.9868 -2.0191
N -0.8134 1.1109 -1.1741
C -1.6052 -0.0851 -1.4758
C -1.6847 -1.0267 -0.4692
C -2.4610 -2.1648 -0.6478
C -3.1356 -2.3538 -1.8418
C -3.0398 -1.4012 -2.8545
C -2.2825 -0.2580 -2.6722
H -2.9730 4.7155 -2.4062
H -0.4085 2.9775 -4.3283
H -0.8424 2.1357 -6.5793
H -3.1303 2.1779 -7.5389
H -4.9916 3.0947 -6.1660
H -4.5626 3.9481 -3.9033
H -1.1367 -0.8763 0.4540
H -2.5341 -2.9012 0.1419
H -3.7337 -3.2448 -1.9881
H -3.5596 -1.5505 -3.7927
H -2.2027 0.4973 -3.4450
F 1.2030 -1.9586 -2.0184
B 1.6330 -0.6327 -1.9901
F 2.0696 -0.3149 -3.2503
C 0.0317 -3.4205 1.5453
N 1.1630 -2.4988 1.6383
C 2.2576 -3.0369 0.8133
N 2.6624 -4.3821 1.2599
C 1.4901 -5.2570 1.1791
N 0.3671 -4.7774 2.0023
C 0.8400 -4.6777 3.3894
N 1.9960 -3.7904 3.5316
C 1.6202 -2.4573 3.0338
C 3.0691 -4.2972 2.6662
H -0.2869 -3.4731 0.5029
H -0.7924 -3.0410 2.1556
H 3.1069 -2.3581 0.8834
H 1.9273 -3.0851 -0.2222
H 1.7677 -6.2567 1.5195
H 1.1640 -5.3149 0.1398
H 1.1124 -5.6754 3.7397
H 0.0263 -4.2973 4.0109
H 2.4814 -1.7965 3.1058
H 0.8166 -2.0625 3.6602
H 3.3601 -5.2910 3.0118
H 3.9265 -3.6278 2.7461

Look up the net charge of the fourth one.
0

Which value of net charge does entry 6 give?
+4

What is the net charge in the fourth record?
0